Entry 1:
22
Properties=species:S:1:pos:R:3:forces:R:3 method="wB97M-V/def2-TZVPD" multiplicity=1 homo_lumo_gap_ev=6.12 charge=-2 de_lowest_kcal_mol=38.3
C -1.98007 -1.46317 -0.34325 -1.6 -3.2 0.6
C -0.61567 -0.88276 -0.19949 -0.3 1.2 3.1
C -0.67873 0.26188 0.90054 -1.9 2.0 -0.6
C -1.01570 1.73473 0.33775 3.0 -1.0 0.6
O -0.92913 1.89812 -0.99398 -0.9 0.1 -1.3
N 0.31267 -1.84272 0.34338 0.9 -0.8 -0.4
C 1.77426 -1.18039 0.57881 -0.1 -3.3 -0.4
O 2.11429 -1.14625 1.87718 0.0 0.5 -1.7
H -2.62009 -0.81411 -0.85937 -1.0 1.4 -0.8
H -1.96869 -2.41327 -1.02488 0.1 1.3 1.3
H -2.58880 -1.71385 0.65746 1.6 0.3 -1.8
H -0.42581 -0.42180 -1.17384 0.9 -0.3 0.2
H 0.24575 0.41774 1.52448 -1.1 -1.1 -0.6
H -1.66550 0.11309 1.47069 1.8 -0.4 0.2
H -0.31647 2.37556 1.01089 -0.7 -0.1 -1.0
H -1.99450 1.99937 0.54408 -2.3 0.5 1.3
H -0.08125 -2.35975 1.19882 1.1 1.7 -1.4
H 2.34487 -1.99368 -0.13474 -0.1 1.1 1.4
H 1.83757 -0.29757 -0.14216 -0.6 -0.1 1.2
H 0.02629 1.93233 -1.62790 0.9 0.4 0.4
H 1.63734 2.06342 -1.38972 1.7 -0.3 2.1
O 1.12435 2.14686 -2.14613 -1.2 0.2 -2.6


Entry 2:
22
Properties=species:S:1:pos:R:3:forces:R:3 method="wB97M-V/def2-TZVPD" smiles="CC(=O)N(C)C.COO" multiplicity=1 homo_lumo_gap_ev=9.48 charge=0 de_lowest_kcal_mol=133.5
C 0.39000 1.64878 -0.04605 0.0 0.2 -0.7
C -1.42748 -1.20180 1.07546 -2.7 -1.5 -2.1
C 1.47517 0.12780 1.51769 -0.2 0.0 -0.1
N 0.65692 0.26692 0.32115 0.7 -0.2 -1.0
H 0.90806 0.52124 2.36467 0.1 -0.2 0.1
H 1.74002 -0.91682 1.65548 -0.1 0.0 0.1
H -0.55294 1.78458 -0.56936 -0.2 -0.3 0.3
H 0.40079 2.29982 0.82748 0.0 -0.2 0.0
H 1.12275 2.02695 -0.76239 0.4 0.1 0.2
H -1.44489 -0.77335 2.07762 0.1 1.7 -0.8
H -2.36731 -1.73122 0.94131 -0.1 -0.3 0.8
H -0.68298 -1.98785 1.11336 0.7 0.4 -1.1
H 2.39689 0.71081 1.43294 0.1 0.0 0.0
C 0.74574 -0.25292 -2.14271 -0.6 -0.2 0.1
C 0.85092 -0.69941 -0.70353 1.1 1.3 1.1
O -1.72685 -0.54647 -0.49556 0.6 -0.2 3.3
O -2.50206 0.64883 -0.33413 0.3 -0.3 0.1
O 1.27417 -1.79870 -0.40570 -0.3 -0.3 -0.2
H -3.42062 0.34739 -0.37001 0.1 -0.3 0.0
H 0.72738 -1.14980 -2.75680 0.1 0.0 0.0
H -0.16647 0.30777 -2.33006 0.0 0.1 0.0
H 1.60280 0.36746 -2.41085 0.0 -0.1 0.1


Entry 3:
23
Properties=species:S:1:pos:R:3:forces:R:3 method="wB97M-V/def2-TZVPD" multiplicity=1 homo_lumo_gap_ev=9.68 charge=0 de_lowest_kcal_mol=85.2
C -0.61363 -2.66612 -0.20811 -2.4 -1.4 -0.1
C -0.63933 2.43622 0.08549 -1.5 -0.4 0.0
C 1.42367 -0.07478 1.29885 -2.7 -3.0 -2.4
C -0.24356 -1.42808 -0.88613 0.3 4.0 2.5
C -0.34954 1.18481 -0.68141 0.1 1.6 -1.3
N -0.67250 -0.01069 0.02901 1.4 -3.2 -0.7
O -3.42132 -0.76345 0.97534 0.2 -1.1 0.9
O -3.09904 0.64129 -0.89109 0.1 0.7 -0.8
O -0.08761 -0.01380 1.29498 1.7 -0.5 1.1
S -2.76461 0.41001 0.48997 -1.5 -0.3 0.0
H -1.63858 -2.64115 0.23148 0.7 0.5 -0.1
H -0.79657 -3.34520 -1.04438 0.3 -0.5 0.0
H 0.00361 -3.17367 0.50311 0.9 0.3 0.3
H -1.59046 2.28007 0.56858 -0.2 0.9 -0.1
H -0.00710 2.63481 0.85782 2.2 0.0 2.4
H -0.58879 3.35406 -0.44913 -0.4 0.4 -1.2
H 1.78165 -1.09398 0.89455 -0.7 1.2 1.2
H 1.78642 0.16197 2.24522 0.3 0.4 1.5
H 1.69134 0.57189 0.53840 1.1 1.8 -1.0
H -0.92922 -1.16220 -1.63437 -0.6 -0.2 -1.6
H 0.82195 -1.30409 -1.16654 -0.7 0.0 0.0
H 0.66354 1.20834 -0.98408 1.3 -0.2 -0.6
H -0.94975 1.32574 -1.58104 -0.1 -1.0 -0.1


Entry 4:
24
Properties=species:S:1:pos:R:3:forces:R:3 method="wB97M-V/def2-TZVPD" smiles="CCCCCSOS(N)(=O)=O" multiplicity=1 homo_lumo_gap_ev=7.88 charge=0 de_lowest_kcal_mol=68.0
C -3.41719 -1.66128 0.24158 1.0 0.0 -0.6
C -2.76035 -0.57831 -0.71262 -0.3 -0.5 2.2
C -2.28308 0.65253 0.16147 0.0 -1.7 -2.3
C -1.17281 1.43800 -0.56940 1.3 -0.5 -0.1
C 0.27541 0.67004 -0.50996 -2.1 0.3 -2.4
N 5.02032 -0.68113 0.20019 0.5 1.3 1.8
O 3.00412 0.74396 0.05009 -0.7 -0.3 -0.5
O 3.45255 -0.60902 2.21892 0.2 0.2 -0.2
O 4.95800 1.29850 1.45939 -0.3 0.1 1.2
S 1.69268 1.70745 -0.95877 1.5 -1.6 2.2
S 4.11201 0.17569 1.23758 -1.6 1.5 -3.1
H -3.75193 -2.41883 -0.52687 0.7 -0.1 1.5
H -2.61847 -1.93261 1.06748 -1.6 -0.2 -2.0
H -4.31472 -1.39496 0.78524 -0.2 0.6 0.0
H -3.49353 -0.24160 -1.46572 0.7 -0.4 -0.1
H -1.91853 -1.23586 -1.06156 -0.5 1.4 -0.5
H -2.09538 0.15068 1.09459 1.0 0.6 0.7
H -3.12833 1.29683 0.32810 -0.4 0.4 0.0
H -1.05446 2.39854 -0.06143 0.1 0.1 -0.3
H -1.48464 1.60480 -1.66319 0.5 -0.2 1.6
H 0.17909 -0.25864 -1.14008 0.4 1.0 0.5
H 0.50818 0.37239 0.45825 0.1 -0.4 1.9
H 4.92667 -1.52907 -0.25092 -1.2 -2.1 -0.5
H 5.36439 0.03190 -0.38234 0.9 0.6 -1.1


Entry 5:
21
Properties=species:S:1:pos:R:3:forces:R:3 method="wB97M-V/def2-TZVPD" smiles=CC1(C)OCCN[SiH2]1 multiplicity=1 homo_lumo_gap_ev=9.44 charge=0 de_lowest_kcal_mol=92.2
C -0.95424 0.05532 2.05497 -0.1 1.2 0.0
C -1.47271 0.33808 0.64978 1.8 1.1 1.3
C 0.25418 -0.16145 -0.91524 0.7 -2.4 0.5
C -0.07387 0.91495 -1.93134 2.1 2.1 0.9
C 0.56245 -1.56037 -1.52649 -0.5 1.8 -1.4
N 0.46105 0.22289 2.15176 2.2 -0.5 -1.9
O -1.03428 -0.44231 -0.40273 -1.4 -0.9 1.5
Si 1.57558 0.10905 0.79326 -2.9 -0.1 -1.6
H -1.33583 0.72991 2.82802 -0.8 0.2 -0.6
H -1.36461 -0.88558 2.27599 0.2 -1.9 0.9
H -2.48874 0.40997 0.69800 -3.1 -0.7 -0.2
H -1.23114 1.35639 0.56020 0.8 1.8 -1.0
H -0.32395 1.85684 -1.31332 0.0 -1.2 -1.4
H -0.86123 0.61528 -2.62298 -0.1 -0.1 0.4
H 0.81663 1.16545 -2.53862 -0.3 0.1 0.2
H 0.06640 -1.83802 -2.45119 -1.1 0.5 -0.1
H 0.33781 -2.27790 -0.83366 -1.0 -1.8 2.0
H 1.50520 -1.84927 -1.82558 3.0 0.4 -0.3
H 0.91286 0.79896 2.83170 -0.8 0.2 1.0
H 2.52312 -0.84165 1.38125 0.6 -0.2 -0.8
H 2.12534 1.28346 0.13620 0.8 0.7 0.5


Entry 6:
20
Properties=species:S:1:pos:R:3:forces:R:3 method="wB97M-V/def2-TZVPD" multiplicity=1 homo_lumo_gap_ev=10.31 charge=+1 de_lowest_kcal_mol=19.7
C -1.54851 0.05393 0.00583 -3.0 2.1 -7.0
C -2.21382 -0.12542 1.25076 -3.6 -2.8 0.9
C 0.83892 1.82117 -0.71386 -2.8 -0.6 -1.1
C 1.10282 -1.25057 -0.93643 0.0 2.0 -0.7
C 0.86318 0.16137 1.64834 1.7 2.5 -0.7
N -2.34051 0.34219 -1.09118 3.2 -0.9 3.2
P 0.24706 0.17202 -0.09806 1.3 0.6 1.4
H -3.35827 -0.03612 1.17144 1.8 0.4 -0.3
H -2.16295 -1.18292 1.59758 0.5 0.5 -0.1
H -1.87389 0.47557 2.02375 0.7 1.2 1.5
H 1.86821 1.59600 -0.75207 1.5 0.5 0.0
H 0.52510 2.68489 -0.02752 0.5 -1.4 -1.2
H 0.46009 1.89281 -1.80778 0.6 0.4 1.9
H 2.17049 -1.16396 -0.76496 0.2 0.5 -0.1
H 0.90827 -1.38875 -2.01125 -0.2 0.3 0.5
H 0.85435 -2.09894 -0.39347 -0.9 -1.8 0.9
H 0.71075 1.12227 2.21828 -0.6 -0.5 -1.0
H 1.99989 0.28158 1.56108 -1.4 -1.2 0.3
H 0.43082 -0.56682 2.29167 0.3 -1.2 0.2
H -1.87895 0.56084 -2.01632 0.0 -0.5 1.4


Entry 7:
20
Properties=species:S:1:pos:R:3:forces:R:3 method="wB97M-V/def2-TZVPD" multiplicity=1 homo_lumo_gap_ev="7.31 / 6.06" charge=+1 de_lowest_kcal_mol=92.4
C -0.65776 0.94669 0.11554 3.7 0.1 -1.2
C 2.75274 -0.30050 -0.97533 1.3 0.5 -0.3
C -2.64161 0.79697 1.33477 -2.2 -2.6 0.6
C 0.47719 0.62613 -0.89709 -0.4 1.8 1.7
C 1.69788 0.25197 -0.02379 -0.5 -1.7 -2.0
N -1.77856 0.48067 0.25404 -1.8 -2.0 -0.8
P -2.02547 -2.50689 -0.29830 -0.2 1.4 0.3
H -0.27195 1.53781 0.94426 -0.1 0.9 0.0
H 3.60168 -0.75203 -0.36939 -0.8 0.7 -1.0
H 3.09845 0.60329 -1.60667 -0.1 -1.7 0.8
H 2.35858 -1.07847 -1.65254 0.2 0.3 0.3
H -3.68314 0.97151 1.02251 0.3 -0.6 -0.4
H -2.48841 1.68511 1.87225 1.3 1.2 0.8
H -2.63973 -0.12801 1.99159 -0.2 1.3 -0.3
H 0.65280 1.55551 -1.49571 0.0 -0.6 0.6
H 0.35168 -0.15744 -1.60629 -0.9 -0.7 -0.4
H 2.18395 1.07444 0.41014 0.0 1.2 1.3
H 1.39293 -0.54857 0.66652 0.2 0.5 0.2
H -1.68720 -2.39392 1.09209 0.2 -0.1 -0.5
H -0.69404 -2.66426 -0.77859 0.0 0.2 0.3


Entry 8:
20
Properties=species:S:1:pos:R:3:forces:R:3 method="wB97M-V/def2-TZVPD" smiles=CCNCCCS multiplicity=1 homo_lumo_gap_ev=9.67 charge=0 de_lowest_kcal_mol=23.9
C -1.80666 -0.57671 -0.64147 -1.2 2.2 2.4
C -1.88090 0.15911 0.78214 0.6 -2.4 -1.2
S -1.30030 -0.96957 2.11126 0.2 0.0 0.3
C -0.41523 -0.90205 -1.03909 1.8 -0.7 -1.2
N 0.64605 0.14806 -1.10940 -0.5 0.2 1.2
C 1.49542 0.19683 0.09156 0.7 0.5 -0.4
C 2.62743 1.17747 -0.12194 1.5 0.5 0.6
H -2.33067 0.15426 -1.26717 0.4 -0.2 -0.6
H -2.53009 -1.37301 -0.47681 0.5 -0.7 -0.6
H -1.10336 0.90661 0.82488 -0.6 0.9 0.0
H -2.93331 0.38516 0.88854 0.2 0.9 0.5
H -2.42947 -1.44814 2.65191 -0.2 0.2 -0.3
H 0.02327 -1.65323 -0.38072 -0.3 -0.1 0.2
H -0.36096 -1.38175 -2.02447 -0.5 0.0 0.1
H 0.29661 1.10044 -1.20364 -0.4 -0.3 -0.4
H 1.01545 0.49880 1.03352 -0.4 -0.2 -0.1
H 1.98167 -0.76276 0.26608 -0.4 -0.3 -0.1
H 2.38073 2.23872 -0.21970 -0.5 -0.2 -0.2
H 3.29325 1.17013 0.75498 -0.3 -0.1 0.1
H 3.33107 0.93164 -0.92046 -0.5 -0.2 -0.3


Entry 9:
20
Properties=species:S:1:pos:R:3:forces:R:3 method="wB97M-V/def2-TZVPD" multiplicity=1 homo_lumo_gap_ev=8.96 charge=0 de_lowest_kcal_mol=140.1
C -0.64005 0.74146 1.47463 -0.7 -1.1 1.7
C -1.48107 0.53254 0.21663 -1.9 -0.8 2.2
C -1.01183 -0.57911 -0.64039 3.5 1.1 0.7
C -0.03361 0.27275 -1.52870 0.3 -0.7 -3.6
C 1.43542 -1.55215 0.73644 1.3 -0.7 -1.4
H 0.63374 0.25275 1.17792 -4.7 2.7 1.7
H -0.87168 1.91838 1.90241 1.3 -3.5 -1.0
H -1.41648 -0.12360 2.24532 3.4 2.7 -1.6
H -2.53173 0.32695 0.56686 0.7 0.7 -0.6
H -1.41535 1.27402 -0.53083 -0.9 1.9 0.3
H -1.81120 -0.89360 -1.23079 -1.0 -1.1 -1.2
H 0.56147 -0.34240 -2.22467 -1.0 -0.5 -0.2
H -0.53781 1.09612 -2.17261 -0.5 -2.1 0.6
H 0.97029 1.97431 -0.57319 -1.1 -0.6 -0.2
H 2.08427 0.69060 -0.75136 -4.6 1.2 -1.5
H 1.51429 -0.94949 1.73158 0.1 -1.6 -1.8
H 1.79157 -2.64403 0.72596 0.4 1.8 0.8
H 1.95829 -1.05077 -0.18479 -0.7 -0.9 2.2
N 1.00043 1.10653 -1.10959 7.4 0.8 3.4
S -0.19898 -2.05125 0.16919 -1.4 0.7 -0.5


Entry 10:
20
Properties=species:S:1:pos:R:3:forces:R:3 method="wB97M-V/def2-TZVPD" multiplicity=1 homo_lumo_gap_ev=7.98 charge=0 de_lowest_kcal_mol=86.6
C -0.10692 -2.42946 1.04193 0.7 -0.6 -1.0
C -0.95369 -1.29229 0.46927 1.6 0.8 -0.3
C -1.30111 -0.18399 1.48333 -1.4 -0.8 1.1
S 0.08428 0.86823 2.01016 1.5 -1.6 -2.9
H 0.77995 -2.06389 1.59034 -0.6 0.0 0.0
H 0.35513 -3.03551 0.19502 -0.8 0.5 1.0
H -0.72096 -3.09075 1.67358 0.4 0.2 -0.1
H -0.32809 -0.73833 -0.28006 -0.4 -0.7 0.4
H -1.78216 -1.67933 -0.12280 -0.4 0.1 0.4
H -1.74849 -0.63748 2.44326 0.7 0.5 -1.3
H -2.09885 0.44040 1.07771 0.1 0.1 -0.1
C 0.39302 1.48363 -1.43666 -0.1 -0.3 -0.7
C 1.27891 1.05397 -2.36932 -0.1 0.7 1.3
N 0.47898 2.65285 -0.66456 1.2 0.1 0.0
H -0.55767 0.96304 -1.26950 0.4 0.1 -0.3
H 1.09906 0.18547 -2.98248 0.0 0.0 0.0
H 2.24706 1.57183 -2.41714 -0.4 -0.3 -0.3
H 0.98987 0.36715 0.20112 -1.2 0.8 2.9
H 1.29026 3.21648 -0.96540 -0.5 -0.4 0.4
H 0.60145 2.34799 0.32219 -0.4 0.8 -0.7


Entry 11:
20
Properties=species:S:1:pos:R:3:forces:R:3 method="wB97M-V/def2-TZVPD" smiles=CSCC[C@H](C)N multiplicity=1 homo_lumo_gap_ev=9.27 charge=0 de_lowest_kcal_mol=21.0
C 1.66545 -2.18679 -0.44389 0.1 0.8 -0.4
C 0.52289 -1.27430 0.03223 1.4 0.4 -1.4
C 0.72887 0.11980 -0.73852 -0.6 -2.8 1.0
C -0.43576 1.04790 -0.56194 -1.0 0.8 0.1
S -0.47713 1.50809 1.17043 0.4 0.1 1.5
C -1.58626 2.92272 1.69212 2.0 -0.4 0.0
N -0.70919 -1.94656 -0.27966 -1.2 -0.4 -0.3
H 1.60431 -2.24546 -1.54382 -0.1 -0.5 0.3
H 1.61825 -3.15135 0.06236 0.1 -0.1 -0.3
H 2.63455 -1.71072 -0.28370 0.1 -0.2 0.4
H 0.66670 -1.17529 1.10511 -0.4 0.4 0.2
H 1.70042 0.45630 -0.36964 -0.2 0.6 -0.3
H 0.76759 -0.20308 -1.78587 0.3 0.4 0.0
H -1.41533 0.59123 -0.82420 0.8 0.2 -0.2
H -0.25584 1.94020 -1.13722 -0.2 0.3 -0.5
H -2.01894 3.47389 0.86324 -0.5 -0.2 0.2
H -0.87505 3.56956 2.23986 -0.4 0.0 -0.5
H -2.18734 2.47780 2.47040 -0.9 0.2 -0.4
H -0.57115 -2.78624 -0.82776 0.3 -0.1 0.2
H -1.37702 -1.42768 -0.83954 0.1 0.4 0.4


Entry 12:
21
Properties=species:S:1:pos:R:3:forces:R:3 method="wB97M-V/def2-TZVPD" smiles=SCCCNCCS multiplicity=1 homo_lumo_gap_ev=9.60 charge=0 de_lowest_kcal_mol=28.5
C 1.73273 -0.39252 0.17991 0.0 1.1 -0.8
C 2.32256 -1.76247 -0.26187 0.5 1.4 1.6
S 4.12596 -1.64019 0.11740 -0.6 -0.6 -0.2
C 0.48317 -0.09120 -0.64986 -0.7 -0.6 -0.3
N -0.32405 1.10688 -0.41324 0.1 -1.1 0.0
C -1.38784 0.95248 0.56032 -0.7 1.3 0.5
C -2.74769 1.54314 0.11291 0.4 0.7 -0.4
S -4.03027 0.45762 -0.54022 0.1 -0.5 -0.6
H 2.34025 0.52459 0.05917 0.6 -0.7 -0.2
H 1.58327 -0.44202 1.25448 -0.4 -0.1 0.1
H 2.15313 -2.07926 -1.27535 -0.1 0.2 -0.4
H 1.79816 -2.39697 0.44561 0.4 -0.8 -0.2
H 4.41735 -2.95182 -0.01140 0.0 0.2 0.0
H -0.16575 -0.97217 -0.54360 -0.2 0.3 -0.2
H 0.76625 -0.07323 -1.70622 0.3 -0.1 0.0
H 0.24861 1.92413 -0.25451 -0.1 -0.1 0.1
H -1.58990 -0.08098 0.84114 0.6 0.0 0.2
H -1.15319 1.59604 1.42594 0.1 -0.7 0.2
H -3.15043 2.16113 0.90920 -0.2 -0.1 0.1
H -2.52089 2.22724 -0.70994 -0.1 0.0 0.1
H -4.90143 0.38957 0.46013 0.1 0.1 0.4


Copy entry 6 word for word.
20
Properties=species:S:1:pos:R:3:forces:R:3 method="wB97M-V/def2-TZVPD" multiplicity=1 homo_lumo_gap_ev=10.31 charge=+1 de_lowest_kcal_mol=19.7
C -1.54851 0.05393 0.00583 -3.0 2.1 -7.0
C -2.21382 -0.12542 1.25076 -3.6 -2.8 0.9
C 0.83892 1.82117 -0.71386 -2.8 -0.6 -1.1
C 1.10282 -1.25057 -0.93643 0.0 2.0 -0.7
C 0.86318 0.16137 1.64834 1.7 2.5 -0.7
N -2.34051 0.34219 -1.09118 3.2 -0.9 3.2
P 0.24706 0.17202 -0.09806 1.3 0.6 1.4
H -3.35827 -0.03612 1.17144 1.8 0.4 -0.3
H -2.16295 -1.18292 1.59758 0.5 0.5 -0.1
H -1.87389 0.47557 2.02375 0.7 1.2 1.5
H 1.86821 1.59600 -0.75207 1.5 0.5 0.0
H 0.52510 2.68489 -0.02752 0.5 -1.4 -1.2
H 0.46009 1.89281 -1.80778 0.6 0.4 1.9
H 2.17049 -1.16396 -0.76496 0.2 0.5 -0.1
H 0.90827 -1.38875 -2.01125 -0.2 0.3 0.5
H 0.85435 -2.09894 -0.39347 -0.9 -1.8 0.9
H 0.71075 1.12227 2.21828 -0.6 -0.5 -1.0
H 1.99989 0.28158 1.56108 -1.4 -1.2 0.3
H 0.43082 -0.56682 2.29167 0.3 -1.2 0.2
H -1.87895 0.56084 -2.01632 0.0 -0.5 1.4